Below is a 10-piece molecular cluster, C35H46NO29 overall at a distorted geometry, with properties calculated with wB97M-V/def2-TZVPD.

Gap between HOMO and LUMO = 0.292 Ha

```
! wB97M-V def2-TZVPD RIJCOSX def2/J DEFGRID3
* xyz 1 1
O -6.20 3.68 -0.97
C -5.93 2.39 -0.63
O -4.61 2.05 -0.09
C -4.70 1.38 1.23
C -3.15 1.00 1.73
C -2.16 1.86 0.69
C -1.77 3.38 1.22
C -0.83 4.31 0.23
C -0.36 3.64 -1.20
C -0.83 2.10 -1.59
N -1.69 1.27 -0.65
H -6.71 1.53 -0.81
H -5.14 2.19 1.97
H -5.37 0.42 1.11
H -3.07 1.40 2.85
H -2.94 -0.16 1.69
H -2.19 3.76 2.25
H -0.58 5.41 0.59
H 0.28 4.29 -1.93
H -0.53 1.59 -2.63
H -2.03 0.30 -0.90
C -4.30 -2.13 -2.30
C -4.10 -3.13 -3.39
O -2.98 -2.64 -4.10
C -2.28 -1.85 -3.23
O -1.17 -1.40 -3.45
O -2.99 -1.64 -2.08
H -4.70 -2.58 -1.39
H -4.94 -1.30 -2.61
H -3.86 -4.13 -3.00
H -4.97 -3.21 -4.05
C -0.25 7.46 4.12
C 0.04 8.68 3.31
O 0.99 8.23 2.37
C 0.83 6.88 2.26
O 1.38 6.19 1.41
O -0.02 6.40 3.21
H -1.28 7.43 4.49
H 0.44 7.35 4.97
H -0.84 9.04 2.77
H 0.44 9.49 3.91
C -2.60 -3.08 4.19
C -3.45 -4.23 3.75
O -4.59 -3.59 3.21
C -4.21 -2.33 2.85
O -4.90 -1.57 2.19
O -2.96 -2.04 3.31
H -1.53 -3.30 4.12
H -2.82 -2.77 5.22
H -2.97 -4.82 2.96
H -3.72 -4.89 4.57
C 0.85 -2.72 -1.19
C 2.23 -2.21 -0.94
O 2.75 -3.15 -0.02
C 2.05 -4.31 -0.18
O 2.34 -5.37 0.33
O 0.97 -4.11 -1.00
H 0.50 -2.50 -2.21
H 0.12 -2.32 -0.48
H 2.85 -2.22 -1.84
H 2.24 -1.21 -0.51
C -1.98 -6.05 -4.99
C -2.02 -6.90 -6.22
O -2.96 -7.91 -5.88
C -3.76 -7.39 -4.91
O -4.78 -7.92 -4.50
O -3.27 -6.20 -4.44
H -1.78 -5.00 -5.23
H -1.24 -6.40 -4.26
H -2.38 -6.36 -7.10
H -1.05 -7.34 -6.45
C 4.23 2.48 -2.03
C 3.46 1.98 -0.86
O 2.76 0.86 -1.38
C 3.47 0.43 -2.47
O 3.25 -0.61 -3.06
O 4.45 1.32 -2.81
H 5.18 2.94 -1.74
H 3.66 3.20 -2.63
H 4.11 1.64 -0.04
H 2.76 2.72 -0.47
C 0.24 -10.48 -4.09
C 1.05 -9.85 -2.99
O 1.54 -8.67 -3.59
C 0.69 -8.35 -4.61
O 0.72 -7.30 -5.23
O -0.19 -9.36 -4.85
H -0.61 -11.04 -3.70
H 0.84 -11.13 -4.73
H 0.44 -9.58 -2.13
H 1.87 -10.49 -2.66
C 8.91 2.83 -0.83
C 9.38 4.25 -0.74
O 8.47 4.94 -1.57
C 7.33 4.19 -1.63
O 6.28 4.56 -2.12
O 7.53 2.96 -1.07
H 9.10 2.27 0.09
H 9.37 2.30 -1.67
H 9.30 4.65 0.28
H 10.40 4.38 -1.09
C 0.30 6.27 8.24
C 1.10 6.90 9.33
O 1.60 8.08 8.74
C 0.75 8.40 7.71
O 0.78 9.45 7.09
O -0.14 7.39 7.48
H -0.56 5.71 8.63
H 0.90 5.62 7.60
H 0.49 7.17 10.20
H 1.93 6.26 9.66
*
```


Below is a 5-piece molecular cluster, C34H44F32NO11S overall at a distorted geometry, with properties calculated with wB97M-V/def2-TZVPD.

Gap between HOMO and LUMO = 0.208 Ha

```
! wB97M-V def2-TZVPD RIJCOSX def2/J DEFGRID3
* xyz -1 1
C 4.82 -2.26 3.32
C 5.45 -1.11 2.49
C 5.54 0.19 3.30
C 4.80 -0.86 1.11
C 3.49 -0.06 1.09
C 3.13 0.32 -0.35
C 2.35 -0.84 1.75
O 1.10 -0.43 1.23
C 0.05 -1.17 1.77
C -1.27 -0.56 1.31
C -1.23 0.97 1.20
C -2.64 1.59 1.22
S -3.33 1.77 2.85
O -2.34 1.48 3.84
O -4.08 3.00 2.94
O -4.40 0.58 2.82
O 0.21 -2.49 1.32
C -0.77 -3.40 1.80
C -0.18 -4.80 1.81
N 0.69 -5.00 2.97
C -0.11 -5.06 4.26
O 0.50 -4.64 5.23
O -1.26 -5.51 4.16
H 5.55 -3.04 3.52
H 3.99 -2.74 2.81
H 4.46 -1.90 4.29
H 6.48 -1.42 2.28
H 6.34 0.11 4.05
H 5.78 1.05 2.67
H 4.62 0.38 3.85
H 5.53 -0.30 0.52
H 4.65 -1.82 0.59
H 3.64 0.86 1.67
H 2.42 1.15 -0.39
H 4.04 0.65 -0.86
H 2.74 -0.53 -0.90
H 2.48 -1.92 1.61
H 2.34 -0.66 2.84
H 0.12 -1.17 2.87
H -1.56 -0.98 0.35
H -2.05 -0.84 2.04
H -0.61 1.41 1.99
H -0.78 1.26 0.25
H -3.32 0.92 0.68
H -2.70 2.56 0.73
H -5.19 0.87 3.30
H -1.65 -3.38 1.15
H -1.08 -3.13 2.82
H -1.02 -5.51 1.79
H 0.39 -4.92 0.89
H 1.11 -5.92 2.88
C -5.62 6.17 -1.45
C -6.54 5.77 -2.61
C -7.27 4.43 -2.49
F -6.40 3.42 -2.45
F -8.06 4.28 -3.58
F -5.87 5.82 -3.78
F -7.53 6.72 -2.65
O -4.25 5.91 -1.61
C -3.70 4.73 -1.18
C -2.99 3.98 -2.32
F -3.85 3.71 -3.32
F -2.55 2.81 -1.81
F -4.60 3.95 -0.57
F -2.74 5.03 -0.28
H -5.69 7.26 -1.41
H -6.00 5.78 -0.50
H -7.90 4.41 -1.60
H -2.16 4.56 -2.70
C -11.16 -0.32 -1.90
C -10.96 1.10 -1.36
C -10.09 2.05 -2.19
F -8.83 1.58 -2.26
F -10.06 3.25 -1.57
F -10.53 1.07 -0.09
F -12.21 1.67 -1.37
O -10.34 -1.32 -1.33
C -9.13 -1.65 -1.88
C -7.98 -1.46 -0.88
F -7.94 -0.17 -0.48
F -6.83 -1.76 -1.50
F -8.90 -0.99 -3.02
F -9.17 -2.97 -2.17
H -12.17 -0.59 -1.59
H -11.12 -0.34 -2.99
H -10.49 2.17 -3.19
H -8.13 -2.11 -0.01
C 8.35 4.24 -0.48
C 8.45 2.90 0.26
C 8.27 1.61 -0.55
F 7.03 1.56 -1.09
F 8.43 0.56 0.27
F 7.63 2.89 1.33
F 9.74 2.83 0.71
O 7.12 4.92 -0.37
C 6.11 4.74 -1.28
C 4.85 4.19 -0.60
F 5.14 3.00 -0.04
F 3.90 4.00 -1.55
F 6.49 3.97 -2.31
F 5.79 5.96 -1.78
H 9.06 4.88 0.02
H 8.67 4.13 -1.52
H 9.01 1.56 -1.35
H 4.49 4.88 0.15
C 3.81 -6.31 -1.31
C 3.04 -4.98 -1.20
C 3.00 -4.10 -2.45
F 4.25 -3.71 -2.79
F 2.27 -3.00 -2.18
F 3.48 -4.28 -0.14
F 1.74 -5.34 -0.99
O 5.12 -6.32 -0.78
C 6.20 -6.02 -1.53
C 6.98 -4.83 -0.94
F 6.20 -3.73 -0.91
F 8.05 -4.58 -1.74
F 5.91 -5.81 -2.82
F 7.05 -7.08 -1.48
H 3.25 -7.00 -0.67
H 3.78 -6.70 -2.33
H 2.55 -4.63 -3.28
H 7.32 -5.07 0.06
*
```


Below is a 2-piece molecular cluster, C2H4O2 overall at a distorted geometry, with properties calculated with wB97M-V/def2-TZVPD.

Gap between HOMO and LUMO = 0.335 Ha

```
! wB97M-V def2-TZVPD RIJCOSX def2/J DEFGRID3
* xyz 0 1
O -0.05 0.60 -1.08
C 0.39 -0.56 -1.09
H 1.46 -0.77 -0.86
H -0.26 -1.44 -1.30
O -1.14 0.39 2.03
C -0.35 0.54 1.09
H -0.20 -0.28 0.35
H 0.15 1.52 0.86
*
```


Below is C20H28BrN2OS2V as an isolated structure, with properties calculated with wB97M-V/def2-TZVPD.

Gap between HOMO and LUMO (alpha / beta) = 0.197 / 0.195 Ha

```
! wB97M-V def2-TZVPD RIJCOSX def2/J DEFGRID3
* xyz 4 1
V -0.24 -1.10 -0.40
C 1.97 2.82 3.05
C 0.49 2.50 3.10
C -0.01 2.45 4.59
C 0.10 1.19 2.51
C -1.27 0.91 2.27
C -1.68 -0.33 1.86
C -0.75 -1.42 1.71
C -1.22 -2.84 1.98
C 0.64 -1.10 1.90
C 1.05 0.17 2.22
H 2.14 3.82 3.45
H 2.37 2.82 2.03
H 2.56 2.14 3.67
H -0.10 3.28 2.60
H 0.49 1.65 5.13
H -1.09 2.32 4.66
H 0.25 3.40 5.05
H -2.00 1.69 2.46
H -2.74 -0.54 1.73
H -0.50 -3.58 1.66
H -2.20 -3.03 1.54
H -1.33 -2.95 3.07
H 1.37 -1.91 1.85
H 2.10 0.40 2.36
C -3.64 0.79 -2.71
C -2.93 1.84 -1.88
S -1.14 1.84 -1.79
O -0.75 0.46 -1.01
C -0.55 1.58 -3.49
C -0.43 0.15 -3.97
H -4.71 0.95 -2.61
H -3.42 -0.22 -2.35
H -3.40 0.86 -3.77
H -3.24 1.89 -0.84
H -3.09 2.86 -2.27
H 0.40 2.12 -3.53
H -1.28 2.17 -4.07
H 0.35 -0.39 -3.43
H -0.14 0.18 -5.02
H -1.37 -0.40 -3.90
Br 5.98 -2.21 -2.10
C 4.24 -1.93 -1.65
C 3.79 -0.65 -1.23
C 2.49 -0.48 -0.88
N 1.57 -1.50 -0.95
C 1.99 -2.73 -1.37
C 3.29 -2.97 -1.72
H 4.48 0.18 -1.17
H 2.13 0.48 -0.54
H 1.25 -3.51 -1.42
H 3.58 -3.96 -2.04
S -2.81 -4.41 -1.92
C -1.90 -3.32 -1.44
N -1.12 -2.41 -1.02
*
```


Below is one molecule with the formula C5H8N2, with properties calculated with wB97M-V/def2-TZVPD.

Gap between HOMO and LUMO = 0.339 Ha

```
! wB97M-V def2-TZVPD RIJCOSX def2/J DEFGRID3
* xyz 0 1
C -1.84 0.07 0.59
C -1.06 -0.34 -0.65
N 0.41 -0.26 -0.46
C 1.14 -1.10 0.63
C 2.19 -0.26 0.82
N 2.15 1.01 0.18
C 1.09 1.02 -0.52
H -2.91 -0.02 0.38
H -1.59 -0.59 1.42
H -1.64 1.11 0.88
H -1.31 0.29 -1.51
H -1.27 -1.38 -0.91
H 0.86 -0.90 -1.12
H 3.07 -0.49 1.42
H 0.72 1.83 -1.15
*
```


So what do the calculations give for total energy? Going down the list: -97893.1842; -157780.6708; -6229.8994; -143577.7553; -8291.2363 eV.